[1]
13
Properties=species:S:1:pos:R:3:forces:R:3:nbo_charge:R:1 method="wB97M-V/def2-TZVPD" homo_ev=-9.0 total_charge=0
C -1.93266 -1.61034 1.39514 -1.12 0.26 0.24 -0.7479
C 0.34194 -0.46009 0.45866 0.12 -0.24 -0.18 -0.1203
C 1.89066 1.99761 -1.61407 -1.25 0.68 -1.55 0.5189
H -2.13737 -1.17725 2.54627 1.00 -1.22 -3.30 0.2474
H -1.17284 -2.49813 1.26385 -1.93 1.60 0.74 0.2412
H -2.97805 -1.80971 0.91551 1.90 -0.31 1.25 0.2410
H 0.64188 -1.25283 1.12441 0.00 -0.01 0.46 0.2028
H -0.03390 1.17180 -1.28443 -1.76 0.79 -0.82 0.3855
H 3.00166 1.92277 -1.24791 -2.20 -0.27 -0.26 0.1581
N 1.29092 0.17689 -0.07322 0.07 1.50 -1.87 -0.2458
N 0.92105 1.08703 -1.12684 4.25 -0.85 2.29 -0.4895
O 1.53530 2.80592 -2.48388 1.14 -1.44 1.93 -0.5849
S -1.36859 -0.35367 0.12651 -0.21 -0.48 1.07 0.1935

[2]
13
Properties=species:S:1:pos:R:3:forces:R:3:nbo_charge:R:1 method="wB97M-V/def2-TZVPD" homo_ev=-9.5 total_charge=0
C 1.17451 0.07891 -0.08160 -0.38 4.45 0.12 0.3044
C -0.29538 -0.42093 -0.10448 2.44 -1.80 -0.66 0.5070
C -1.35552 0.57523 -0.11982 -2.13 0.17 2.59 -0.6136
H 3.08727 -0.37811 0.75308 -3.41 -1.36 -3.90 0.3908
H 1.93506 -1.73418 0.55043 0.33 2.64 -2.64 0.3942
H 0.74934 2.09613 -0.05296 1.24 -2.13 -0.51 0.3456
H -1.33377 1.16232 -0.99431 0.41 0.94 -0.85 0.2577
H -1.22247 1.17691 0.83808 -0.10 -0.30 -1.43 0.2581
H -2.93080 -1.41949 -0.36674 -0.01 2.13 0.54 0.1763
N 2.19824 -0.82402 -0.09432 3.30 -2.63 6.36 -0.7837
N 1.52317 1.34499 -0.14911 -1.92 -0.36 0.68 -0.6601
O -0.40874 -1.62079 -0.19741 -0.79 0.18 0.26 -0.5030
S -3.12091 -0.03694 0.01917 1.03 -1.93 -0.56 -0.0740

[3]
13
Properties=species:S:1:pos:R:3:forces:R:3:nbo_charge:R:1 method="wB97M-V/def2-TZVPD" homo_ev=-9.4 total_charge=0
C 1.81836 -0.78668 -0.33314 1.03 -0.46 -1.14 -0.4366
C -0.01338 0.66663 0.08910 -0.30 -0.98 0.16 0.3202
C -1.04456 -0.45486 0.22323 0.82 -1.54 -0.11 0.3351
H 1.20475 -1.48103 -0.90713 -0.11 -0.06 0.08 0.1952
H 2.74379 -0.61578 -0.90910 -0.35 0.00 0.05 0.1941
H 2.16979 -1.30357 0.54966 -0.32 0.09 0.58 0.2128
H -1.16557 2.04687 1.00542 0.47 -0.24 -1.26 0.3814
H 0.14308 2.63692 0.15010 -0.66 -0.60 -0.24 0.3947
H -3.05905 -1.41023 -0.14804 0.05 0.11 0.07 0.1487
N 1.21639 0.48740 -0.11266 -0.35 0.67 0.30 -0.4209
N -0.59940 1.91274 0.13202 0.13 1.81 1.60 -0.8090
O -0.72004 -1.57217 0.56943 -0.14 0.84 0.03 -0.5310
S -2.69415 -0.12624 -0.30889 -0.26 0.37 -0.12 0.0154

[4]
14
Properties=species:S:1:pos:R:3:forces:R:3:nbo_charge:R:1 method="wB97M-V/def2-TZVPD" homo_ev=-8.9 total_charge=0
C 0.08731 -2.12611 1.32199 -0.47 -2.80 1.44 -0.7610
C 0.37584 0.12771 -0.25217 -1.54 3.23 -3.32 -0.0691
C 1.15875 1.43135 -0.17272 -1.84 -1.68 0.53 0.0126
H 0.91962 -2.68967 1.99286 -2.29 1.56 -1.17 0.2385
H -0.44233 -1.28483 1.82945 0.79 -0.78 -0.05 0.2292
H -0.83532 -3.00871 1.17056 2.90 2.61 -0.53 0.2311
H 1.99483 1.39645 0.44654 1.77 -0.12 0.62 0.1899
H -0.56789 4.07311 -1.19432 0.11 1.57 -0.22 0.0710
H -2.16187 -1.02297 -1.12319 4.24 -0.96 -0.96 0.4791
N 0.77551 2.57746 -0.55512 1.06 -0.20 0.66 -0.5428
N -0.76276 0.24571 -0.98387 3.59 -2.82 2.47 -0.1349
O -1.06462 -1.12725 -1.25195 -6.30 1.57 0.42 -0.5692
S 1.18487 -1.37678 0.02623 -0.22 -0.82 1.01 0.2848
S -0.66195 2.78454 -1.25429 -1.81 -0.37 -0.88 0.3409

[5]
14
Properties=species:S:1:pos:R:3:forces:R:3:nbo_charge:R:1 method="wB97M-V/def2-TZVPD" homo_ev=-8.5 total_charge=0
C 0.53110 -0.75194 -0.60184 0.21 0.08 -0.21 0.6777
C -0.48793 -0.33304 0.45960 -0.42 -0.34 -0.25 -0.5098
C -0.86141 1.13926 0.39241 -0.16 0.61 -0.02 0.1192
H -0.71477 -2.25531 -1.30154 -0.03 0.03 0.04 0.4048
H 0.83590 -2.11660 -2.11362 -0.84 0.47 0.91 0.4155
H -1.43210 -0.89413 0.34558 0.50 0.23 0.13 0.2614
H 1.37141 -0.23079 1.91790 -0.05 -0.02 -0.03 0.1369
H 1.06682 1.59977 -0.02269 0.44 -0.21 -0.08 0.4246
H 0.02237 2.98426 0.17081 -0.12 -0.78 0.06 0.4123
N 0.15280 -1.76514 -1.41601 0.97 -0.23 -0.68 -0.8010
N 0.17161 1.97432 0.22759 -0.51 0.65 0.07 -0.7716
O 1.61493 -0.18833 -0.70693 -0.40 -0.28 0.04 -0.6459
S 0.16476 -0.79124 2.09795 -0.02 0.00 0.03 0.0317
S -2.43548 1.62890 0.55079 0.42 -0.22 -0.01 -0.1557

[6]
14
Properties=species:S:1:pos:R:3:forces:R:3:nbo_charge:R:1 method="wB97M-V/def2-TZVPD" homo_ev=-9.2 total_charge=0
C -0.91313 0.53276 -0.27753 0.33 -2.71 0.20 0.4330
C 1.26650 1.43334 0.21267 0.80 -1.16 1.12 -0.1856
C 0.99537 -1.13118 0.66109 -1.20 0.12 2.43 -0.6964
H -3.60141 0.33125 1.06021 -1.18 1.59 0.62 0.3538
H -2.54356 -0.69271 0.79157 -0.79 -0.86 -0.97 0.3386
H 1.15499 1.76854 1.26400 -0.81 -1.54 0.22 0.1928
H 1.79200 2.31402 -0.00984 1.03 0.88 -1.85 0.2165
H 0.76640 -0.54729 1.76024 0.10 -1.97 -3.10 0.2328
H 1.25051 -2.19744 0.88332 0.34 1.14 -0.17 0.2474
N -3.06193 0.05428 0.28380 1.46 -2.68 0.64 -0.6123
N -2.03344 0.91892 0.08700 0.20 2.80 -0.20 -0.2915
O 0.10450 1.36916 -0.53844 -0.53 0.73 -0.71 -0.5083
S 2.31960 -0.11568 -0.03786 -1.26 0.99 0.47 0.2055
S -0.57459 -1.36879 -0.43808 1.51 2.67 1.29 0.0739

[7]
12
Properties=species:S:1:pos:R:3:forces:R:3:nbo_charge:R:1 method="wB97M-V/def2-TZVPD" homo_ev=-9.5 total_charge=0
C -0.29716 -1.87381 0.14127 0.61 0.53 0.16 0.2728
C -1.11130 0.36727 -0.18573 1.60 -2.47 -1.49 -0.5986
C -0.01561 -0.50013 0.47628 -0.16 1.85 -4.01 -0.1433
N -0.47268 -2.96086 -0.13053 -0.45 -1.61 -0.41 -0.3034
N 1.33348 -0.14614 -0.13428 -1.66 -2.65 1.25 -0.7806
S 2.52287 -1.07273 0.56332 1.28 0.28 1.35 0.1741
H -2.03874 -0.08008 -0.31050 -1.88 -1.22 0.79 0.2313
H -0.93401 0.54548 -1.21609 1.06 0.24 -1.08 0.2226
H -1.20718 1.25317 0.25510 -0.40 3.64 2.03 0.2084
H -0.14871 -0.40032 1.49695 0.57 0.40 2.33 0.2221
H 1.67127 0.73682 -0.39211 -0.56 1.59 -0.04 0.4030
H 2.82597 -1.92202 -0.38771 -0.02 -0.58 -0.87 0.0916

[8]
12
Properties=species:S:1:pos:R:3:forces:R:3:nbo_charge:R:1 method="wB97M-V/def2-TZVPD" homo_ev=-8.7 total_charge=0
C 0.42986 -0.02251 -1.25832 0.03 -0.04 -0.08 -0.0351
C 1.59348 -0.58751 -1.57396 -0.06 0.03 0.05 -0.4438
C 0.27636 -0.53943 1.17636 0.12 -0.02 -0.02 0.2765
H -1.07388 2.20085 0.36629 0.02 -0.07 -0.01 0.0993
H -0.18650 0.43920 -2.02287 0.09 -0.04 0.08 0.2054
H 2.23525 -1.06366 -0.84850 -0.09 0.07 -0.11 0.2432
H 1.89310 -0.56567 -2.61651 -0.07 0.02 0.12 0.2039
H -0.40512 -0.36327 2.01643 0.12 -0.04 -0.14 0.1656
H 1.47918 -1.56286 2.17754 0.00 0.01 -0.03 0.3507
N -0.19095 0.06460 0.01186 -0.04 0.01 0.08 -0.5796
N 1.35653 -1.20648 1.23379 -0.32 0.16 0.08 -0.6917
S -1.61871 0.98783 0.13398 0.19 -0.10 -0.02 0.2056

[9]
12
Properties=species:S:1:pos:R:3:forces:R:3:nbo_charge:R:1 method="wB97M-V/def2-TZVPD" homo_ev=-8.4 total_charge=0
C -1.86565 -0.64336 -0.01580 -0.37 -0.12 0.96 -0.6782
C -0.59295 0.18164 -0.07236 -0.53 0.86 0.44 0.1221
C 2.26086 0.91230 -0.01904 -1.03 -2.27 0.22 -0.1255
H -2.23958 -0.71432 1.04407 0.71 -0.04 -0.79 0.2450
H -2.67503 -0.09049 -0.49284 0.23 -0.27 -0.39 0.2553
H -1.72956 -1.66924 -0.40780 -0.23 0.54 0.04 0.2094
H 0.35570 -1.58888 0.02790 0.12 0.67 -0.21 0.3932
H 3.31958 0.96736 0.07735 0.61 0.56 -0.10 0.1924
H 1.52087 1.68209 -0.03119 0.29 0.90 -0.08 0.2090
N 0.51232 -0.58234 -0.06644 -0.29 -0.66 0.07 -0.4081
N 1.85865 -0.31540 -0.01683 0.41 0.92 0.01 -0.2445
S -0.72521 1.86065 -0.02703 0.08 -1.10 -0.17 -0.1700

[10]
12
Properties=species:S:1:pos:R:3:forces:R:3:nbo_charge:R:1 method="wB97M-V/def2-TZVPD" homo_ev=-8.3 total_charge=0
C -0.47005 0.69640 -0.35624 -2.90 6.35 -1.52 -0.0286
C -0.84022 0.78366 -1.66846 0.80 -2.61 1.96 -0.4274
C 0.31441 -0.12734 1.66580 0.63 1.04 7.79 0.0028
H 0.67475 -2.21822 0.30243 0.61 2.16 -0.66 0.3995
H 1.85084 -0.92520 -0.77952 -4.42 -2.62 2.06 0.3753
H -0.84558 1.79371 0.08353 1.26 -3.63 0.14 0.2508
H -1.69571 1.42048 -1.85309 0.58 0.33 -0.45 0.2218
H -0.54322 -0.02593 -2.33420 -0.35 0.30 -0.28 0.2019
H 1.15215 -0.85769 2.05005 -1.96 1.23 -0.29 0.2027
N 0.68460 -1.32841 -0.29209 4.61 1.82 -1.90 -0.6610
N 0.32479 -0.11121 0.40970 -0.74 -2.29 -4.82 -0.3115
S -0.60676 0.89976 2.77208 1.87 -2.09 -2.04 -0.2262

[11]
13
Properties=species:S:1:pos:R:3:forces:R:3:nbo_charge:R:1 method="wB97M-V/def2-TZVPD" homo_ev=-8.6 total_charge=0
C -3.27105 -0.49681 -0.49457 -2.37 0.45 -1.57 -0.4160
C 0.02156 -0.85706 0.86270 -1.49 2.03 -0.78 -0.0959
C 1.04558 -0.07248 0.05378 -0.92 -0.82 2.35 -0.3948
H -3.71659 -0.77777 0.46384 0.64 -0.61 -0.18 0.2203
H -3.01470 -1.41560 -1.19572 -1.00 1.93 1.44 0.2072
H -4.39095 0.15232 -0.89559 4.19 -1.36 0.53 0.2018
H -1.50348 0.99859 -0.88433 -1.53 -2.98 2.16 0.3748
H 0.49982 -1.52048 1.76154 -2.02 1.26 -2.55 0.2483
H -0.31671 1.56194 1.29664 2.22 0.30 -3.07 0.1928
N -1.99257 0.21957 -0.16557 1.12 1.59 -1.92 -0.4430
N -1.26653 -0.60450 0.59276 1.94 -2.00 2.02 -0.2304
S 0.67455 1.63893 0.01968 -1.55 0.01 2.43 0.0631
S 2.35543 -0.87308 -0.39894 0.77 0.20 -0.87 0.0717

[12]
13
Properties=species:S:1:pos:R:3:forces:R:3:nbo_charge:R:1 method="wB97M-V/def2-TZVPD" homo_ev=-8.9 total_charge=0
C -0.93748 -1.40792 0.28404 0.38 -0.41 0.38 -0.4318
C 1.15847 0.60990 -1.10415 0.18 0.18 0.00 -0.1006
C 0.48144 1.29766 1.07315 0.42 0.49 0.68 -0.0995
H -0.82810 -1.37283 1.38006 -0.13 0.06 -0.42 0.2127
H -0.10269 -2.02984 -0.11857 -0.53 0.47 0.04 0.1863
H -1.89554 -1.87810 0.05098 0.17 0.01 0.02 0.2165
H -1.17226 -0.06666 -1.23828 0.10 0.03 -0.11 0.3795
H 2.04432 1.20873 -0.87381 -0.21 -0.11 0.08 0.2051
H 1.48206 1.77365 1.04838 -0.59 -0.26 0.03 0.2007
N -0.99360 -0.04168 -0.24099 0.22 -0.07 0.15 -0.4317
N 0.23821 0.61674 -0.08367 -0.15 -0.36 -0.66 -0.2921
S 1.01804 -0.12494 -2.54354 -0.14 0.01 0.18 -0.0432
S -0.49287 1.41529 2.36640 0.29 -0.03 -0.39 -0.0019

Table of ΔE to the lowest compared entry with this formula, charge and spin (kcal per mole), in record order: 72.7, 79.4, 34.8, 136.5, 0.8, 96.4, 50.1, 40.0, 44.7, 120.1, 126.8, 38.9
Table of LUMO energy (eV), in record order: 0.5, -0.2, 0.2, -0.3, 0.4, 0.5, 0.7, 0.6, 0.3, -0.1, -0.6, -0.8
Table of gap between HOMO and LUMO (eV), in record order: 9.507, 9.333, 9.605, 8.536, 8.828, 9.691, 10.244, 9.369, 8.690, 8.229, 8.048, 8.074